Computed, not measured: a 8-piece molecular cluster, C6H27NO8 overall at a distorted geometry, with wB97M-V/def2-TZVPD.

Results
E_LUMO (alpha / beta) in eV: 2.472 / 2.446
Orbital gap (alpha / beta) in eV: 2.65 / 6.47
2S+1: 2
E_HOMO (alpha / beta) in eV: -0.176 / -4.029
Total charge: -1

The geometry in XYZ format:
```
42
C6H27NO8 (wB97M-V/def2-TZVPD)
C -0.201 2.722 -1.575
C -1.121 2.891 -0.353
C -1.787 1.536 -0.030
O -2.055 1.081 1.138
C 0.891 1.681 -1.361
N 0.384 0.321 -1.653
C 1.032 -0.664 -0.765
C 0.553 -0.081 -3.041
H 0.253 3.674 -1.876
H -0.793 2.400 -2.447
H -0.440 3.030 0.497
H -1.886 3.661 -0.514
H -2.141 1.065 -0.971
H 1.169 1.632 -0.311
H 1.772 1.943 -1.964
H 0.932 -0.237 0.224
H 0.359 -1.517 -0.708
H 2.083 -0.831 -1.019
H 1.426 -0.717 -3.231
H 0.710 0.763 -3.728
H -0.398 -0.497 -3.400
H 2.273 -3.967 0.171
H 0.809 -4.201 0.707
O 1.468 -3.542 0.486
H -2.067 -1.333 0.580
H -1.377 -2.509 -0.132
O -1.782 -2.255 0.706
H 1.277 -1.913 2.039
H 0.908 -0.516 2.395
O 1.689 -1.068 2.245
H -1.327 -1.683 2.383
H -1.741 -0.730 3.656
O -1.078 -1.050 3.049
H 2.083 1.679 2.106
H 3.393 0.954 2.146
O 3.032 1.826 1.933
H -2.190 -2.380 -2.739
H -3.029 -2.300 -1.543
O -2.446 -2.930 -1.987
H -0.859 1.468 2.483
H 0.277 0.891 3.390
O -0.054 1.701 3.014
```



Computed, not measured: a 9-piece molecular cluster, C6H27NO9 overall at a distorted geometry, with wB97M-V/def2-TZVPD.

Results
E_LUMO in eV: 0.255
Orbital gap in eV: 8.44
SMILES string: NCC/C=C/C=C/O.O.O.O.O.O.O.O.O
E_HOMO in eV: -8.185

The geometry in XYZ format:
```
43
C6H27NO9 (wB97M-V/def2-TZVPD)
N -2.257 2.173 -0.668
C -2.963 0.892 -0.693
C -2.790 0.240 0.643
C -1.470 -0.233 1.123
C -0.429 -0.214 0.285
C 0.913 -0.628 0.711
C 1.855 -0.751 -0.233
O 3.114 -1.352 0.093
H -2.796 2.881 -0.244
H -1.391 2.090 -0.121
H -2.475 0.304 -1.475
H -4.071 1.000 -0.951
H -3.318 0.725 1.511
H -3.469 -0.700 0.608
H -1.451 -0.492 2.222
H -0.590 0.200 -0.694
H 1.150 -0.700 1.830
H 1.568 -0.709 -1.318
H 3.682 -1.413 -0.682
O -0.372 0.677 3.516
H 0.248 0.749 4.195
H -0.244 1.243 2.767
O 1.762 2.417 0.185
H 2.344 3.102 -0.035
H 1.568 1.829 -0.574
O 2.176 2.191 -2.203
H 1.282 2.021 -2.272
H 2.314 3.106 -2.420
O 0.275 -2.486 -2.249
H -0.140 -2.629 -3.052
H -0.228 -2.956 -1.590
O -0.667 -4.521 -0.353
H 0.043 -4.353 -0.851
H -0.564 -4.284 0.621
O 2.715 0.862 2.105
H 2.194 1.483 1.562
H 3.196 0.471 1.390
O -0.511 2.385 -2.784
H -1.025 1.509 -2.658
H -1.169 3.128 -2.794
O 0.739 -3.495 1.834
H 0.967 -2.805 1.235
H 0.285 -2.959 2.479
```



Computed, not measured: a 10-piece molecular cluster, C6H28N2O9 overall at a distorted geometry, with wB97M-V/def2-TZVPD.

Results
E_LUMO (alpha / beta) in eV: -3.688 / -7.872
Orbital gap (alpha / beta) in eV: 9.65 / 5.45
2S+1: 2
E_HOMO (alpha / beta) in eV: -13.341 / -13.325
Total charge: +1

The geometry in XYZ format:
```
45
C6H28N2O9 (wB97M-V/def2-TZVPD)
C 0.696 -0.198 -3.648
C -0.581 0.094 -2.973
C -0.343 0.989 -1.711
C -0.314 2.370 -1.514
N 0.021 2.665 -0.178
C 0.150 1.468 0.526
C -0.109 0.434 -0.337
N 0.938 -1.762 -3.614
H 0.917 0.263 -4.659
H 1.593 0.232 -3.125
H -1.260 -0.779 -2.713
H -1.258 0.763 -3.652
H -0.614 3.135 -2.207
H 0.479 3.609 0.158
H 0.554 1.379 1.583
H 0.096 -0.655 -0.247
H 1.880 -1.869 -3.702
H 0.592 -2.153 -4.460
H -1.861 2.489 3.453
H -1.752 2.718 1.803
O -1.254 2.793 2.693
H -2.561 1.063 0.045
H -2.899 2.437 -0.466
O -2.985 1.843 0.234
H 0.003 -3.989 -1.572
H 0.513 -2.586 -2.040
O 0.270 -3.032 -1.291
H 1.155 -1.019 3.584
H 1.089 0.401 3.246
O 1.605 -0.345 2.964
H -1.534 1.054 2.370
H -1.307 -0.493 2.140
O -1.290 0.249 2.829
H -2.720 -1.160 1.278
H -1.757 -2.170 1.570
O -2.595 -1.814 1.956
H 0.302 -2.507 2.166
H 0.035 -3.023 0.669
O -0.321 -2.968 1.581
H 3.482 0.485 -0.056
H 2.366 -0.079 -0.881
O 3.182 0.571 -0.916
H 2.372 -1.796 0.263
H 2.411 -1.344 1.792
O 2.886 -1.254 0.968
```



Computed, not measured: a 8-piece molecular cluster, C6H28NO7S overall at a distorted geometry, with wB97M-V/def2-TZVPD.

Results
E_LUMO in eV: 2.759
Orbital gap in eV: 8.71
E_HOMO in eV: -5.950
Total charge: -1

The geometry in XYZ format:
```
43
C6H28NO7S (wB97M-V/def2-TZVPD)
C -2.549 -0.637 -0.358
C -3.556 -1.794 -0.509
S -3.773 -2.114 -2.339
C -1.139 -1.150 -0.002
N -0.392 -0.248 0.852
C -0.049 1.104 2.807
C -0.812 -0.094 2.226
C -0.637 -1.363 3.071
H -2.975 0.025 0.404
H -2.516 0.063 -1.191
H -3.275 -2.726 -0.050
H -4.554 -1.441 -0.261
H -0.671 -1.405 -0.946
H -1.234 -2.111 0.527
H 0.590 -0.382 0.646
H 0.830 0.767 3.370
H 0.391 1.738 2.050
H -0.607 1.708 3.522
H -1.850 0.206 2.245
H -0.674 -2.223 2.409
H 0.355 -1.348 3.534
H -1.324 -1.458 3.912
H -1.057 3.827 -1.300
H -1.400 2.356 -1.369
O -1.735 3.221 -1.630
H 3.135 2.094 0.709
H 2.049 2.841 1.213
O 2.832 2.397 1.598
H 2.647 -2.979 -1.578
H 1.562 -3.433 -2.539
O 2.215 -3.772 -1.925
H 0.390 2.264 -0.321
H 1.872 2.641 -0.493
O 0.973 3.025 -0.334
H 2.355 -0.575 -1.290
H 1.244 -0.901 -2.052
O 1.719 -1.301 -1.305
H 3.940 1.283 -0.703
H 2.474 1.087 -2.195
O 3.030 1.384 -0.982
H -2.477 -1.973 -2.652
H 2.673 0.741 -3.717
O 1.981 0.656 -3.056
```



Computed, not measured: a 9-piece molecular cluster, C6H28NO8 overall at a distorted geometry, with wB97M-V/def2-TZVPD.

Results
E_LUMO in eV: -3.350
Orbital gap in eV: 9.32
E_HOMO in eV: -12.674
Total charge: +1

The geometry in XYZ format:
```
43
C6H28NO8 (wB97M-V/def2-TZVPD)
C 1.257 3.046 0.557
C 2.190 2.460 -0.517
C 2.093 0.966 -0.745
C 0.731 0.432 -1.059
C 0.318 -0.795 -0.803
N -1.100 -1.059 -0.926
C -1.545 -2.042 -1.579
H 1.579 2.630 1.520
H 0.250 2.628 0.430
H 1.195 4.125 0.543
H 3.201 2.798 -0.272
H 2.056 2.986 -1.464
H 2.486 0.395 0.103
H 2.860 0.754 -1.484
H -0.005 1.226 -1.133
H 0.917 -1.642 -0.510
H -1.653 -0.329 -0.480
H -0.836 -2.688 -2.088
H -2.604 -2.211 -1.618
H 0.224 0.424 1.722
H -0.604 -0.434 2.731
O -0.215 -0.434 1.832
H 1.305 -4.253 0.663
H 2.172 -3.010 1.005
O 1.744 -3.489 0.272
H -1.352 0.198 4.715
H -1.099 -1.338 4.886
O -1.336 -0.652 4.254
H 1.590 -2.630 3.472
H 1.183 -1.511 2.454
O 1.925 -2.064 2.770
H -2.033 4.174 -2.732
H -1.364 3.138 -3.654
O -1.466 3.396 -2.730
H -2.144 1.865 -1.741
H -3.485 1.434 -2.290
O -2.646 1.067 -1.990
H 1.358 -2.277 -3.980
H 1.905 -3.365 -3.054
O 1.235 -2.669 -3.109
H -4.138 -0.396 1.631
H -2.851 -0.786 2.427
O -3.299 -0.068 1.971
```



Computed, not measured: a 8-piece molecular cluster, C6H28O11 overall at a distorted geometry, with wB97M-V/def2-TZVPD.

Results
E_LUMO in eV: -0.062
Orbital gap in eV: 10.30
SMILES string: OCCO.OCCO.OCCO.O.O.O.O.O
E_HOMO in eV: -10.362

The geometry in XYZ format:
```
45
C6H28O11 (wB97M-V/def2-TZVPD)
O 8.035 1.928 14.074
C 6.855 2.585 13.584
C 7.175 4.031 13.280
O 5.950 4.570 12.812
H 8.186 2.277 14.914
H 6.487 2.033 12.720
H 6.108 2.542 14.381
H 7.844 4.043 12.404
H 7.516 4.651 14.099
H 5.982 5.402 12.319
O 6.140 1.672 8.984
C 5.736 2.957 9.375
C 6.785 4.013 8.953
O 6.350 5.264 9.468
H 6.166 1.683 8.039
H 4.850 3.216 8.921
H 5.724 3.013 10.468
H 6.905 4.090 7.796
H 7.740 3.820 9.361
H 5.658 5.558 8.887
O 10.560 6.199 15.441
C 9.283 6.778 15.100
C 9.229 7.231 13.644
O 7.910 7.351 13.157
H 10.567 5.465 14.807
H 8.678 5.899 15.244
H 8.830 7.486 15.800
H 9.689 6.508 13.011
H 9.737 8.176 13.564
H 7.429 7.799 13.843
O 11.247 7.658 10.999
H 11.786 8.089 10.377
H 10.772 7.064 10.416
O 9.806 3.957 10.846
H 9.399 4.826 10.845
H 10.241 3.931 9.982
O 8.415 8.538 8.964
H 7.876 8.530 9.754
H 8.855 7.739 8.974
O 8.500 6.367 10.668
H 8.248 6.773 11.509
H 7.669 5.952 10.346
O 6.259 8.938 10.581
H 6.444 9.683 11.151
H 6.051 8.184 11.123
```



no.,DFT total energy (Ha)
1,-901.422426
2,-976.598588
3,-1031.666830
4,-1225.057317
5,-901.822365
6,-1072.939781